15
Properties=species:S:1:pos:R:3:forces:R:3 method="wB97M-V/def2-TZVPD" smiles=Cn1nccc1BO e_lumo_ev=0.48 e_tot_ha=-366.21828 e_above_lowest_kcal_mol=18.7 orbital_gap_ev=9.6 e_homo_ev=-9.16
O -1.6548 -2.2802 -0.7074 0.754 -0.285 -0.310
C 1.4764 0.4029 1.5052 -1.271 2.822 1.392
B -0.4428 -1.7451 -0.2616 -3.116 0.301 0.660
H -1.8142 0.3686 -1.6470 -1.511 -0.224 -1.086
H -0.6374 2.7685 -1.6115 0.277 0.606 -0.466
C -1.0743 0.7147 -1.0105 1.006 -1.791 0.174
C -0.4422 -0.1856 -0.1377 2.012 2.038 -0.572
N 0.6264 0.6114 0.3593 -1.863 0.369 -1.584
C -0.3301 1.8896 -1.1018 -1.633 -0.750 0.745
H -1.6849 -3.2598 -0.7602 0.225 1.077 0.129
H 1.6749 1.4864 1.7964 -0.196 -1.471 0.314
H 2.4094 0.0608 1.2321 1.958 -1.313 -0.610
H 1.0390 -0.1675 2.3653 0.147 0.518 -1.109
N 0.6139 1.8814 -0.2183 1.729 -1.569 2.101
H 0.2406 -2.5461 0.1978 1.483 -0.329 0.222

---

17
Properties=species:S:1:pos:R:3:forces:R:3 method="wB97M-V/def2-TZVPD" smiles="Cc1[nH]ncc1O.O=BO" e_lumo_ev=0.38 e_tot_ha=-516.71399 e_above_lowest_kcal_mol=69.3 orbital_gap_ev=9.2 e_homo_ev=-8.81
H 3.0981 0.4714 -0.9835 -0.205 -0.421 -0.185
O -0.0152 -0.5972 1.8731 -1.030 -1.591 1.042
O 1.1101 2.0207 0.2424 0.247 -2.276 -0.659
H -2.0236 -0.3835 -1.3815 -0.997 -0.762 0.063
C -1.6074 0.2005 -0.5889 1.272 2.766 -2.073
H -0.0548 -1.9176 -1.7390 0.073 0.681 0.817
N 0.4279 -1.1505 -1.2489 -3.150 -1.352 -0.833
C -0.1431 -0.1013 -0.6370 1.567 2.434 -0.544
B 1.1649 -0.5493 2.1608 -2.867 0.555 -0.526
H -1.9619 0.0942 0.3992 -0.897 -0.228 0.821
O 2.2885 0.0376 2.1126 3.244 1.458 -1.545
C 2.0787 0.0906 -0.9707 0.124 -0.246 -0.177
C 0.9790 0.7643 -0.4508 -1.017 0.881 0.468
N 1.6910 -1.1006 -1.4688 3.124 0.997 0.185
H 0.4686 2.6506 -0.0565 -0.660 0.367 -0.341
H -1.7945 1.3207 -1.0256 0.539 -2.476 1.424
H 2.2120 0.4952 1.1835 0.632 -0.787 2.062

---

17
Properties=species:S:1:pos:R:3:forces:R:3 method="wB97M-V/def2-TZVPD" e_lumo_ev=-3.98 total_charge=+1 e_tot_ha=-6109.53859 orbital_gap_ev=9.6 e_homo_ev=-13.61
H 0.8960 1.1484 -0.6051 -1.295 -0.871 -0.788
H 2.5727 -0.3159 0.7351 -0.346 0.489 0.438
H -0.9372 1.5953 0.9744 -0.599 -0.933 -1.253
H -1.6462 2.0863 -0.6630 0.697 -1.334 1.170
O 0.5739 -1.0610 3.0215 0.535 0.933 -5.642
C 0.8376 -0.8158 1.8114 -0.385 -0.452 5.976
H 1.8383 1.0092 1.5399 0.154 -0.709 0.156
O -0.0688 -1.3573 0.8465 2.165 1.548 -1.010
C 0.2610 -1.0026 -0.5100 0.470 0.788 -0.423
C -0.0441 0.5530 -0.8654 -0.129 0.181 1.614
N 2.0282 -0.0008 1.5485 -1.548 -1.242 -1.323
H -2.1433 0.4523 0.0071 1.321 0.960 0.418
C -1.2679 1.1898 -0.0384 -0.096 0.355 -1.323
K -2.9103 -0.8880 -2.5291 -3.702 1.780 -1.473
Br -0.4143 0.8016 -2.8073 0.892 0.505 0.678
H 1.3528 -1.2594 -0.7903 -1.972 0.176 0.348
Br -0.9285 -2.1352 -1.6758 3.838 -2.173 2.437